C30H42BBrCoGeN9O2 as an isolated structure. Source: OMol25; level of theory: ωB97M-V/def2-TZVPD.

```
87
C30H42BBrCoGeN9O2 | OMol25 | ωB97M-V/def2-TZVPD
Co 0.1799 -0.0479 -0.1600
C 2.7210 -2.4840 -0.5958
C 2.8851 -1.0589 -0.9647
C 4.0257 -0.4855 -1.5362
C 3.7411 0.8447 -1.6944
N 2.4947 1.0787 -1.2464
N 1.9676 -0.0908 -0.7979
B 1.7019 2.3737 -1.0758
N 0.4473 2.2628 -1.9173
C -0.1285 2.9287 -2.9290
C -1.3604 2.3683 -3.1792
C -1.4898 1.3237 -2.2658
C -2.6150 0.3654 -2.1407
N -0.4006 1.2882 -1.4817
N 1.2719 2.5031 0.4013
C 1.3587 3.5011 1.2957
C 0.9009 3.0481 2.5132
C 0.5197 1.7243 2.2946
C 0.0514 0.7395 3.3013
N 0.7246 1.4162 1.0037
N 2.6475 3.5497 -1.4740
C 3.7017 4.1225 -0.7091
C 4.4346 4.9036 -1.5343
C 3.8159 4.7916 -2.8065
C 4.1625 5.3847 -4.0912
N 2.7287 3.9125 -2.7085
H 3.5899 -2.8116 -0.0257
H 1.8357 -2.6433 -0.0008
H 2.6611 -3.0990 -1.4947
H 4.9319 -0.9981 -1.8074
H 4.3490 1.6349 -2.1017
H 0.3783 3.7358 -3.4240
H -2.0622 2.6569 -3.9420
H -2.6214 -0.3369 -2.9753
H -2.5012 -0.2499 -1.2520
H -3.5732 0.8863 -2.1286
H 1.7147 4.4804 1.0223
H 0.8660 3.5924 3.4407
H -0.0171 1.2053 4.2817
H -0.9261 0.3045 3.0690
H 0.7431 -0.0960 3.3637
H 3.8219 3.8851 0.3345
H 5.2887 5.5092 -1.2808
H 4.5727 6.3877 -3.9675
H 4.9683 4.7834 -4.5420
H 3.3218 5.3756 -4.7810
Br 0.8770 -2.6778 3.7129
C 0.1674 -3.4575 2.1535
C 0.0024 -4.8281 2.1687
C -0.5405 -5.4302 1.0469
C -0.9059 -4.6316 -0.0277
C -0.6697 -3.2897 0.0591
N -0.1324 -2.6737 1.1297
C -1.0561 -2.4216 -1.0896
O -1.9720 -2.6598 -1.8260
O -0.2936 -1.3310 -1.2763
H 0.2885 -5.4009 3.0375
H -0.6807 -6.5026 1.0152
H -1.3543 -5.0406 -0.9214
C -4.2869 1.8321 4.6913
C -3.4197 1.8009 3.4521
C -3.9380 2.5340 2.2221
C -3.0361 2.1667 1.0340
Ge -2.9333 0.2373 1.2519
C -4.2853 -1.1035 0.8072
C -3.8659 -2.5357 1.1072
C -3.2446 -2.6531 2.5013
C -4.1391 -2.1809 3.6421
H -3.8823 1.2107 5.4882
H -5.3065 1.5110 4.4814
H -4.3198 2.8612 5.0547
H -3.3006 0.6749 3.1719
H -2.3970 2.1215 3.6682
H -3.9565 3.6072 2.4185
H -4.9712 2.2428 2.0139
H -2.0361 2.5969 1.0901
H -3.4635 2.3689 0.0510
H -1.4589 -0.0127 0.8066
H -4.4934 -0.8304 -0.2298
H -5.1391 -0.8090 1.4221
H -3.1873 -2.8896 0.3351
H -4.7541 -3.1694 1.0509
H -2.2965 -2.0778 2.4926
H -2.9596 -3.6900 2.6839
H -4.4082 -1.1222 3.5807
H -3.6442 -2.3214 4.6020
H -5.0730 -2.7431 3.6653
```

Summary:
LUMO (alpha / beta): -10.14 / -11.56 eV
2S+1: 2
charge: +3
<S²>: 0.756
HOMO-LUMO gap (alpha / beta): 6.45 / 5.02 eV
calculated total energy: -214133.8020 eV



The molecule C3H6N2OS. Source: OMol25; level of theory: ωB97M-V/def2-TZVPD.

```
13
C3H6N2OS | OMol25 | ωB97M-V/def2-TZVPD
H -0.4681 1.8824 -2.2686
N -0.5457 1.0639 -1.6629
C 0.5360 0.8871 -1.0266
N 0.7097 -0.1793 -0.1347
C 1.8140 -0.2145 0.7241
O 2.0172 -1.0705 1.5409
S -0.3660 -1.5540 -0.1866
C -1.7159 -0.8517 0.7699
H 1.4178 1.4799 -1.0238
H 2.5016 0.6458 0.6055
H -1.3516 -0.7867 1.7822
H -2.6241 -1.4044 0.6227
H -1.9250 0.1019 0.2580
```

Summary:
LUMO: 0.71 eV
energy relative to the best compared isomer or geometry (same formula, charge and spin): 1.7263 eV
HOMO-LUMO gap: 9.81 eV
calculated total energy: -19070.4403 eV
SMILES: [H]/N=C/N(C=O)SC



C6H9Br as an isolated structure. Source: OMol25; level of theory: ωB97M-V/def2-TZVPD.

```
16
C6H9Br | OMol25 | ωB97M-V/def2-TZVPD
C 0.0012 -0.1702 0.5486
C 0.4303 -1.4078 0.6709
C -0.5292 1.1928 0.5597
C -1.4864 0.6657 -0.5299
C 0.0767 -2.5859 -0.1600
C 0.3629 2.3674 0.0883
Br -3.1583 0.0598 0.0973
H 1.3681 -1.5688 1.4193
H -1.1137 1.5302 1.4779
H -1.4223 0.7940 -1.6532
H -0.1252 -3.3017 0.6740
H 0.8231 -2.9284 -0.8429
H -0.9304 -2.5298 -0.7190
H 0.5790 2.3566 -0.9287
H 1.2790 2.3733 0.5975
H -0.1514 3.2342 0.2712
```

Summary:
LUMO: 0.89 eV
energy relative to the best compared isomer or geometry (same formula, charge and spin): 3.5968 eV
HOMO-LUMO gap: 8.59 eV
calculated total energy: -76406.1064 eV



Copy entry 2 word for word.
The molecule C3H6N2OS. Source: OMol25; level of theory: ωB97M-V/def2-TZVPD.

```
13
C3H6N2OS | OMol25 | ωB97M-V/def2-TZVPD
H -0.4681 1.8824 -2.2686
N -0.5457 1.0639 -1.6629
C 0.5360 0.8871 -1.0266
N 0.7097 -0.1793 -0.1347
C 1.8140 -0.2145 0.7241
O 2.0172 -1.0705 1.5409
S -0.3660 -1.5540 -0.1866
C -1.7159 -0.8517 0.7699
H 1.4178 1.4799 -1.0238
H 2.5016 0.6458 0.6055
H -1.3516 -0.7867 1.7822
H -2.6241 -1.4044 0.6227
H -1.9250 0.1019 0.2580
```

Summary:
LUMO: 0.71 eV
energy relative to the best compared isomer or geometry (same formula, charge and spin): 1.7263 eV
HOMO-LUMO gap: 9.81 eV
calculated total energy: -19070.4403 eV
SMILES: [H]/N=C/N(C=O)SC



What is the formula in the first record? C30H42BBrCoGeN9O2



Repeat the second record exactly.
The molecule C3H6N2OS. Source: OMol25; level of theory: ωB97M-V/def2-TZVPD.

```
13
C3H6N2OS | OMol25 | ωB97M-V/def2-TZVPD
H -0.4681 1.8824 -2.2686
N -0.5457 1.0639 -1.6629
C 0.5360 0.8871 -1.0266
N 0.7097 -0.1793 -0.1347
C 1.8140 -0.2145 0.7241
O 2.0172 -1.0705 1.5409
S -0.3660 -1.5540 -0.1866
C -1.7159 -0.8517 0.7699
H 1.4178 1.4799 -1.0238
H 2.5016 0.6458 0.6055
H -1.3516 -0.7867 1.7822
H -2.6241 -1.4044 0.6227
H -1.9250 0.1019 0.2580
```

Summary:
LUMO: 0.71 eV
energy relative to the best compared isomer or geometry (same formula, charge and spin): 1.7263 eV
HOMO-LUMO gap: 9.81 eV
calculated total energy: -19070.4403 eV
SMILES: [H]/N=C/N(C=O)SC